1.
78
Properties=species:S:1:pos:R:3:lowdin_spin:R:1 method="wB97M-V/def2-TZVPD" gap_ev="4.694 / 4.593" spin_multiplicity=3 charge=+1 homo_energy_ev="-10.52 / -10.17" s2=2.044 fmax_ev_per_a=1.3 e_tot_ha=-9164.51621
Cr 0.043 0.675 0.723 1.8252
C -0.722 2.199 4.008 -0.0008
C -1.078 2.883 2.731 0.0004
C -1.794 4.070 2.594 0.0006
C -1.788 4.346 1.242 0.0031
N -1.090 3.393 0.616 0.0020
N -0.682 2.463 1.517 -0.0132
B -0.783 3.214 -0.902 0.0005
N -1.584 1.993 -1.384 -0.0001
C -2.518 1.824 -2.329 0.0135
C -2.906 0.500 -2.327 0.0031
C -2.140 -0.106 -1.333 0.0119
C -2.144 -1.547 -0.957 0.0018
N -1.358 0.807 -0.753 -0.0036
N 0.733 2.877 -1.036 0.0017
C 1.635 3.447 -1.841 0.0067
C 2.846 2.811 -1.663 0.0018
C 2.605 1.824 -0.709 0.0026
C 3.614 0.880 -0.142 -0.0002
N 1.314 1.871 -0.344 -0.0135
N -1.052 4.495 -1.641 0.0000
C -0.571 5.723 -1.305 0.0000
C -0.774 6.562 -2.365 0.0001
C -1.387 5.751 -3.350 0.0000
C -1.837 6.140 -4.718 0.0000
N -1.537 4.516 -2.912 0.0001
H -1.372 2.553 4.807 -0.0001
H 0.301 2.447 4.309 -0.0001
H -0.831 1.119 3.943 -0.0002
H -2.244 4.649 3.381 -0.0001
H -2.226 5.159 0.691 0.0002
H -2.809 2.656 -2.944 0.0007
H -3.624 0.027 -2.974 0.0000
H -2.309 -2.149 -1.851 0.0002
H -2.945 -1.759 -0.246 0.0011
H -1.205 -1.840 -0.505 -0.0001
H 1.358 4.261 -2.490 0.0003
H 3.778 3.025 -2.156 -0.0001
H 4.205 0.437 -0.944 0.0000
H 3.163 0.050 0.407 -0.0003
H 4.308 1.412 0.511 0.0002
H -0.105 5.900 -0.349 0.0000
H -0.524 7.607 -2.432 0.0000
H -2.574 6.942 -4.675 0.0000
H -2.283 5.283 -5.219 0.0000
H -0.998 6.495 -5.318 0.0000
C 1.423 -6.487 -0.835 0.0016
Ge 0.586 -6.101 0.884 0.0050
C 1.882 -6.149 2.335 0.0019
C -0.911 -7.281 1.264 0.0013
C -0.183 -4.238 0.724 0.0125
Se 0.268 -3.105 2.191 0.0940
C -1.111 -3.710 3.400 0.0051
H 2.508 -6.434 -0.742 0.0001
H 1.103 -5.776 -1.595 0.0000
H 1.152 -7.484 -1.180 0.0002
H 2.308 -7.152 2.386 0.0000
H 1.432 -5.933 3.306 0.0005
H 2.688 -5.440 2.157 0.0003
H -0.560 -8.310 1.352 0.0003
H -1.654 -7.241 0.468 0.0000
H -1.396 -7.009 2.202 0.0000
H -1.270 -4.274 0.652 0.0009
H 0.220 -3.769 -0.173 0.0006
H -0.947 -4.765 3.612 0.0017
H -2.084 -3.557 2.940 0.0009
H -1.031 -3.126 4.313 -0.0002
Cl 2.533 -0.517 3.798 -0.0051
Si 1.838 0.903 2.521 -0.0050
Cl 2.848 2.606 2.970 -0.0081
Cl -1.217 -0.602 2.124 0.0404
Cl 3.051 -2.965 0.099 0.0007
C 2.308 -2.291 -1.377 -0.0017
C 1.304 -1.160 -1.164 0.0026
O 0.908 -0.587 -2.154 0.0015
O 0.976 -0.910 0.070 0.0027
H 1.817 -3.103 -1.904 0.0000
H 3.106 -1.917 -2.013 -0.0001

2.
74
Properties=species:S:1:pos:R:3:lowdin_charge:R:1 method="wB97M-V/def2-TZVPD" smiles="CC[C@H](I)c1c2c(c(C[C@H]3CO3)c(N=C=S)c1P(N)O)C(=O)N(Br)C2=O.COC[C@@H](C)N.COC[C@@H](C)N" gap_ev=7.178 homo_energy_ev=-8.60 fmax_ev_per_a=6.2 e_tot_ha=-5234.02985
C 0.904 1.841 2.392 -0.1169
C 0.135 2.121 0.981 -0.2578
C -0.118 0.680 0.282 -0.6655
I 0.729 0.595 -1.763 0.8104
C -1.670 0.314 0.312 -0.1553
C -2.635 1.058 -0.636 -0.0243
C -4.156 0.746 -0.717 0.0149
C -4.798 -0.346 0.187 -0.0517
C -6.350 -0.623 -0.008 -0.0697
C -7.080 -0.683 1.547 -0.1915
C -6.950 0.757 2.413 0.0116
O -8.296 0.193 1.724 -0.2253
C -3.847 -1.082 1.160 -0.1571
N -4.400 -2.150 2.041 0.0358
C -4.490 -3.242 1.326 -0.6070
S -5.181 -4.425 0.367 0.6713
C -2.300 -0.776 1.261 -0.1892
P -1.105 -1.623 2.451 0.8696
N 0.013 -2.558 1.430 -0.1620
O -1.867 -2.795 3.446 -0.3602
C -4.785 1.698 -1.826 -0.3584
O -5.950 2.118 -1.987 0.0921
N -3.569 2.028 -2.638 -0.4364
Br -3.142 0.803 -3.992 0.7825
C -2.425 2.228 -1.693 -0.4235
O -1.556 3.121 -1.712 0.0484
H 0.631 0.810 2.828 0.0373
H 0.643 2.650 3.161 0.0769
H 2.041 1.785 2.188 0.0805
H 0.719 2.838 0.311 0.0618
H -0.914 2.519 1.257 0.1159
H 0.531 -0.070 0.874 0.0367
H -6.607 -1.609 -0.516 0.1038
H -6.864 0.291 -0.470 0.1154
H -6.995 -1.705 2.164 0.1470
H -7.375 0.432 3.422 0.1024
H -7.153 1.748 1.896 0.1201
H 0.414 -3.309 2.021 0.0349
H -0.514 -3.042 0.685 0.0412
H -2.464 -2.271 4.041 0.0483
C 2.818 -6.122 1.424 -0.1076
O 2.855 -4.774 0.982 -0.2086
C 4.110 -4.363 0.447 -0.2001
C 4.346 -4.784 -1.018 -0.4293
C 4.701 -6.259 -1.183 -0.0756
N 3.184 -4.479 -1.862 0.0395
H 3.773 -6.445 1.848 0.0912
H 2.524 -6.778 0.602 0.0746
H 2.049 -6.204 2.197 0.0854
H 4.100 -3.269 0.486 0.1217
H 4.932 -4.687 1.098 0.1182
H 5.199 -4.205 -1.389 0.1350
H 3.832 -6.913 -1.089 0.0634
H 5.126 -6.438 -2.174 0.0768
H 5.445 -6.569 -0.443 0.0775
H 3.009 -3.476 -1.827 0.0702
H 2.364 -4.881 -1.406 0.0679
C 4.687 6.472 -2.309 -0.1086
O 4.677 5.691 -1.126 -0.1919
C 3.420 5.648 -0.458 -0.1990
C 2.415 4.641 -1.055 -0.4322
C 1.767 5.117 -2.352 -0.0602
N 3.037 3.330 -1.290 0.0227
H 4.030 7.343 -2.236 0.0903
H 4.410 5.856 -3.168 0.0735
H 5.709 6.822 -2.476 0.0872
H 3.644 5.332 0.567 0.1206
H 2.987 6.653 -0.384 0.1190
H 1.611 4.512 -0.323 0.1132
H 2.434 5.028 -3.212 0.0667
H 0.881 4.515 -2.577 0.0668
H 1.448 6.160 -2.273 0.0816
H 3.384 2.970 -0.402 0.0688
H 3.888 3.492 -1.831 0.0745

3.
71
Properties=species:S:1:pos:R:3:lowdin_charge:R:1 method="wB97M-V/def2-TZVPD" gap_ev=5.848 charge=-1 homo_energy_ev=-5.01 fmax_ev_per_a=1.6 e_tot_ha=-5039.90102
C -1.360 -0.810 2.117 -0.1085
C -1.861 -0.990 0.669 -0.2471
C -1.824 -2.437 0.154 -0.2260
C -0.503 -3.200 0.349 -0.2028
C 0.588 -2.846 -0.676 -0.1949
C 1.465 -1.610 -0.353 -0.2057
C 2.811 -1.942 0.321 -0.3130
C 2.863 -1.620 1.831 -0.3050
In 3.197 0.516 2.264 0.4340
C 5.001 0.762 3.599 -0.2882
C 6.268 0.181 3.137 -0.8882
O 7.151 -0.256 3.769 0.0139
Br 6.498 0.053 1.163 0.5892
S 1.270 1.501 3.531 0.4723
C 0.421 2.412 2.229 -0.5715
C 0.949 3.779 1.881 -0.5601
O 1.506 4.531 2.599 0.1450
O 0.561 4.169 0.616 -0.0533
C 1.605 4.184 -0.371 -0.1234
C 0.867 4.301 -1.704 -0.3183
C -0.137 5.455 -1.730 -0.0221
O 1.740 4.507 -2.828 -0.0041
C 3.094 4.511 -2.682 -0.5845
O 3.693 5.525 -2.698 0.1377
C 3.741 3.141 -2.669 -0.4704
S 5.305 3.068 -1.778 0.7324
H -0.336 -0.433 2.177 0.0148
H -2.003 -0.128 2.678 0.0677
H -1.356 -1.771 2.645 0.0725
H -2.901 -0.647 0.637 0.0937
H -1.283 -0.356 -0.011 0.0982
H -1.988 -2.406 -0.925 0.0660
H -2.656 -3.013 0.580 0.1067
H -0.104 -3.099 1.363 0.0976
H -0.731 -4.267 0.213 0.1026
H 0.122 -2.730 -1.663 0.1035
H 1.265 -3.706 -0.749 0.0964
H 1.661 -1.085 -1.298 0.1028
H 0.908 -0.918 0.286 0.0778
H 3.028 -3.010 0.175 0.0908
H 3.622 -1.392 -0.171 0.0751
H 3.712 -2.162 2.271 0.0272
H 1.961 -1.979 2.341 0.0226
H 3.389 1.538 0.834 -0.0573
H 4.785 0.326 4.577 0.0487
H 5.111 1.847 3.706 0.0570
H -0.603 2.600 2.583 0.0827
H 0.319 1.832 1.308 0.0630
H 2.175 3.249 -0.302 0.0941
H 2.264 5.039 -0.174 0.1494
H 0.318 3.360 -1.830 0.1534
H -0.994 5.256 -1.089 0.0799
H 0.364 6.384 -1.440 0.0942
H -0.468 5.583 -2.766 0.0837
H 4.001 2.921 -3.712 0.0858
H 3.031 2.376 -2.354 0.0818
H 4.808 2.927 -0.538 -0.1671
C -7.824 -4.174 -0.951 -0.0773
C -6.786 -5.051 -1.237 -0.0686
C -5.573 -4.565 -1.701 -0.0018
C -5.428 -3.201 -1.867 -0.1436
C -6.447 -2.310 -1.589 -0.0015
C -7.655 -2.808 -1.128 -0.0683
N -4.135 -2.677 -2.342 -0.3517
O -3.263 -3.482 -2.595 0.0707
O -4.019 -1.472 -2.441 0.0833
H -8.767 -4.558 -0.584 0.1042
H -6.917 -6.115 -1.097 0.1060
H -4.754 -5.231 -1.926 0.1199
H -6.296 -1.250 -1.728 0.1199
H -8.464 -2.126 -0.904 0.1062

4.
77
Properties=species:S:1:pos:R:3:lowdin_charge:R:1 method="wB97M-V/def2-TZVPD" smiles="C[C@H](I)C[C@@]1(ON=O)OC(=O)O[C@]1(CN)CCCCS(=O)(=O)Cl.CC#N.CC#N.CC#N.CC#N.CC#N.CC#N" gap_ev=8.434 homo_energy_ev=-8.85 fmax_ev_per_a=0.9 e_tot_ha=-3018.67663
C -0.944 0.371 1.398 -0.1831
C -1.424 -0.659 0.389 -0.7235
I -3.293 -1.437 1.152 0.8846
C -0.512 -1.871 0.139 -0.1655
C 0.571 -1.730 -0.943 -0.3708
O 1.022 -3.028 -1.249 -0.0367
N 0.206 -3.723 -2.240 0.0467
O 0.276 -4.862 -2.074 0.1197
O -0.067 -1.122 -2.093 0.1027
C 0.213 0.195 -2.064 -0.5712
O -0.258 1.004 -2.803 0.1610
O 1.100 0.467 -1.080 0.1050
C 1.792 -0.779 -0.820 -0.2995
C 2.646 -0.799 0.440 -0.1537
N 1.936 -0.886 1.712 0.0486
C 2.750 -1.071 -2.000 -0.0961
C 4.001 -0.186 -2.062 -0.1707
C 3.777 1.330 -2.064 -0.2057
C 2.877 1.820 -3.209 -0.2800
S 3.597 3.270 -3.947 0.3268
O 4.977 3.052 -4.256 -0.3464
O 3.224 4.417 -3.180 -0.3295
Cl 2.556 3.373 -5.695 0.3967
H 0.047 0.745 1.161 0.0540
H -0.929 -0.059 2.399 0.0613
H -1.653 1.200 1.421 0.0688
H -1.743 -0.190 -0.539 0.0510
H -0.102 -2.223 1.081 0.0868
H -1.139 -2.682 -0.236 0.0814
H 3.253 0.105 0.456 0.1249
H 3.337 -1.639 0.307 0.1349
H 2.548 -0.548 2.445 0.0840
H 1.759 -1.858 1.942 0.0129
H 2.221 -1.001 -2.953 0.1310
H 3.077 -2.106 -1.915 0.1275
H 4.715 -0.425 -1.273 0.1012
H 4.510 -0.425 -3.001 0.1256
H 4.762 1.779 -2.209 0.0853
H 3.434 1.711 -1.104 0.1171
H 2.707 1.077 -3.985 0.1030
H 1.923 2.180 -2.828 0.0874
C -4.369 -0.103 -2.958 -0.0606
C -4.413 0.708 -1.748 -0.3148
N -4.431 1.333 -0.787 0.1261
H -3.397 0.002 -3.437 0.0776
H -4.530 -1.149 -2.701 0.0808
H -5.144 0.221 -3.650 0.0836
C -6.033 0.368 4.415 -0.0862
C -6.158 -0.917 3.742 -0.3104
N -6.254 -1.931 3.212 0.1120
H -6.966 0.920 4.338 0.0731
H -5.804 0.215 5.465 0.0570
H -5.235 0.948 3.953 0.0819
C 3.246 -4.614 4.168 -0.0568
C 2.082 -4.137 3.433 -0.2467
N 1.165 -3.763 2.852 0.1573
H 3.477 -5.635 3.870 0.0860
H 4.103 -3.977 3.954 0.0847
H 3.042 -4.590 5.236 0.0862
C 8.014 2.237 -1.781 -0.0604
C 7.444 1.557 -0.623 -0.2851
N 6.976 1.021 0.277 0.1260
H 7.255 2.855 -2.259 0.0741
H 8.844 2.867 -1.469 0.0841
H 8.375 1.502 -2.499 0.0858
C -1.520 4.145 -3.563 -0.0700
C -2.790 4.558 -4.148 -0.2874
N -3.788 4.876 -4.616 0.1181
H -1.265 3.142 -3.900 0.0615
H -0.732 4.834 -3.860 0.0806
H -1.597 4.137 -2.477 0.0856
C -9.181 -1.134 7.186 -0.0616
C -8.321 0.040 7.108 -0.2689
N -7.648 0.967 7.037 0.1382
H -10.174 -0.888 6.813 0.0841
H -8.763 -1.938 6.582 0.0839
H -9.260 -1.467 8.219 0.0829